{
  "formula": "C11H27F6N6O8",
  "method": "wB97M-V/def2-TZVPD",
  "homo_energy_ev": -4.8,
  "molar_mass_g_mol": 485.359,
  "gap_ha": 0.2556,
  "total_charge": -1,
  "relative_energy_kcal_mol": 86.7,
  "species": ["O", "H", "H", "H", "C", "O", "O", "C", "F", "F", "F", "C", "C", "H", "H", "H", "H", "H", "H", "C", "O", "O", "C", "F", "F", "F", "C", "C", "H", "H", "H", "H", "H", "H", "C", "O", "N", "N", "H", "H", "H", "H", "C", "O", "N", "N", "H", "H", "H", "H", "C", "O", "N", "N", "H", "H", "H", "H"],
  "positions_angstrom": [[0.334, 0.684, 0.492], [-0.615, 0.726, 0.358], [0.654, -0.219, 0.442], [0.743, 1.261, -0.158], [0.705, -2.693, 1.154], [1.208, -1.665, 2.058], [0.935, -2.038, -0.093], [1.279, -4.174, 1.489], [0.342, -5.149, 1.236], [2.315, -4.533, 0.714], [1.850, -4.249, 2.730], [0.356, -1.458, 3.180], [1.068, -0.485, 4.061], [0.820, -0.728, 5.095], [2.142, -0.377, 3.908], [0.676, 0.507, 3.838], [0.197, -2.411, 3.684], [-0.589, -1.074, 2.797], [-0.331, -2.783, 1.480], [-2.842, -0.635, 0.558], [-3.090, -1.067, -0.780], [-2.341, 0.707, 0.435], [-4.135, -0.878, 1.385], [-4.196, 0.022, 2.386], [-5.180, -0.743, 0.644], [-4.194, -2.034, 1.936], [-1.990, -1.641, -1.455], [-2.415, -2.000, -2.856], [-2.819, -1.088, -3.294], [-1.561, -2.399, -3.404], [-3.217, -2.730, -2.968], [-1.523, -2.475, -0.933], [-1.211, -0.882, -1.532], [-2.070, -1.181, 1.101], [4.468, 0.240, 0.133], [5.250, 0.982, -0.413], [3.375, -0.161, -0.437], [4.537, -0.268, 1.313], [2.767, -0.884, -0.079], [3.318, 0.058, -1.421], [3.603, -0.505, 1.615], [5.400, 0.040, 1.737], [-1.097, 1.770, -2.913], [-0.173, 1.158, -2.522], [-2.314, 1.403, -3.220], [-1.081, 3.038, -3.104], [-2.937, 2.170, -3.430], [-2.607, 0.437, -3.209], [-1.693, 3.448, -3.794], [-0.181, 3.450, -2.901], [1.241, 3.707, -0.800], [1.692, 2.596, -0.687], [0.064, 3.993, -0.381], [1.734, 4.678, -1.499], [-0.504, 3.433, 0.239], [-0.252, 4.917, -0.639], [1.449, 5.635, -1.346], [2.639, 4.549, -1.928]],
  "atomic_forces_ev_per_a": [[1.1517, 0.9650, 1.3882], [-3.8859, -0.3739, -0.0168], [0.5983, -2.4736, -0.4930], [1.2737, 0.9577, -1.0777], [0.6902, 3.0215, -2.0111], [0.3198, -1.2787, 0.7126], [-0.5249, -2.6460, 2.4139], [1.5289, 0.9567, -1.5245], [0.4509, 0.9959, 1.2285], [0.0443, 0.2162, -0.6607], [-1.6222, -0.2917, 0.0231], [1.0633, -0.6250, -0.7813], [-0.6859, 1.1542, 0.6010], [0.3137, 0.2792, 0.1759], [-0.0209, -0.6760, 0.0202], [-0.0377, 0.1919, 0.2294], [-0.1709, -0.0830, 0.1527], [-0.3081, 0.0680, 0.2826], [-0.7110, -0.2990, -0.5494], [2.1295, 3.4590, -1.3014], [-0.8628, -1.5151, 0.8394], [-0.5256, -1.9788, 1.0452], [2.4435, 3.1020, -1.0787], [-0.2220, 0.3904, 0.4902], [-2.6140, 0.5204, -1.3206], [0.1706, -3.1652, 1.3039], [0.3449, 0.3787, 0.1376], [-0.2244, -0.0770, -0.0474], [0.1421, -0.4042, -0.5060], [0.0553, 0.3529, -0.1800], [-0.0757, -0.1478, 0.5078], [-0.2236, -0.1826, 0.2050], [0.2307, 0.0081, -0.0400], [0.1928, -0.9499, -0.2787], [-0.2207, 0.7920, -2.3367], [2.1094, 1.2454, -0.5329], [-3.2109, -0.4468, -3.4601], [1.6954, -0.7592, 3.3707], [-0.2399, -0.4415, -0.2344], [-0.4380, -0.0335, 0.2474], [0.7208, -0.3316, 1.5814], [-0.7502, -0.3338, 1.3179], [-1.6808, -1.1744, -0.2545], [3.0297, -2.7416, 1.4717], [-3.2400, -2.6544, -1.0400], [2.0347, 6.8475, -0.5772], [-0.4019, -1.0645, 0.2643], [-0.1084, 0.6116, 0.2348], [0.6095, 0.2201, 0.2650], [-0.2568, 0.4215, -0.4398], [-0.1446, -3.0165, 0.4480], [1.8741, -1.6839, 0.1457], [-4.6512, 2.1453, 2.1652], [3.2542, 3.4297, -2.9131], [0.2072, -0.0942, -0.2413], [-0.6840, -0.4456, 0.4677], [0.1779, -0.3104, -0.0323], [-0.1144, -0.0317, 0.1925]],
  "nbo_charge": [-0.836, 0.551, 0.564, 0.547, 0.308, -0.588, -0.921, 0.920, -0.342, -0.336, -0.343, -0.074, -0.630, 0.201, 0.218, 0.209, 0.162, 0.176, 0.112, 0.304, -0.566, -0.979, 0.924, -0.346, -0.319, -0.322, -0.081, -0.592, 0.158, 0.215, 0.198, 0.186, 0.196, 0.113, 0.750, -0.718, -0.846, -0.850, 0.427, 0.398, 0.419, 0.400, 0.758, -0.654, -0.814, -0.836, 0.372, 0.404, 0.371, 0.391, 0.747, -0.662, -0.802, -0.832, 0.432, 0.367, 0.381, 0.413]
}